{"formula": "C12H10ClN2O6S", "method": "ωB97M-V/def2-TZVPD", "smiles": "CN1C(=O)[C@H]([C@H](Cl)S(=O)(=O)c2ccc([N+](=O)[O-])cc2)C=C1[O-]", "e_homo_ev": -2.943, "charge": -1, "multiplicity": 1, "elements": ["C", "N", "C", "O", "C", "C", "C", "O", "H", "H", "H", "H", "H", "O", "N", "O", "C", "C", "C", "C", "S", "C", "Cl", "O", "O", "C", "C", "H", "H", "H", "H", "H"], "xyz": [[1.35, -1.98, 2.15], [0.28, -0.98, 2.12], [0.38, 0.27, 2.79], [1.40, 0.65, 3.41], [-0.86, 0.92, 2.53], [-1.69, 0.16, 1.66], [-0.97, -1.13, 1.54], [-1.40, -2.14, 1.02], [0.89, -2.88, 1.69], [2.22, -1.58, 1.53], [1.61, -2.23, 3.23], [-1.11, 1.81, 3.08], [-2.66, 0.09, 2.07], [-7.95, 3.30, -4.53], [-6.78, 3.73, -4.44], [-6.35, 4.59, -5.23], [-5.95, 3.20, -3.41], [-4.64, 3.66, -3.21], [-3.94, 3.29, -2.07], [-4.53, 2.43, -1.13], [-3.63, 1.85, 0.31], [-2.21, 0.47, 0.23], [-0.93, 0.86, -0.81], [-2.90, 2.98, 0.84], [-4.69, 1.27, 1.12], [-5.80, 1.90, -1.40], [-6.50, 2.26, -2.54], [-4.25, 4.40, -3.91], [-2.99, 3.75, -1.86], [-2.84, -0.40, -0.16], [-6.30, 1.29, -0.66], [-7.52, 1.93, -2.70]]}

***

{"formula": "C12H10F11IrNO6S3", "method": "ωB97M-V/def2-TZVPD", "e_homo_ev": [-12.619, -12.590], "charge": 1, "relative_energy_kj_mol": 210.4, "multiplicity": 1, "elements": ["Ir", "F", "C", "F", "F", "S", "O", "O", "N", "S", "O", "O", "C", "F", "F", "F", "C", "O", "C", "C", "O", "C", "H", "H", "H", "H", "H", "H", "H", "H", "H", "H", "F", "C", "C", "F", "C", "F", "C", "S", "C", "F", "C", "F"], "xyz": [[0.65, 0.23, 0.02], [1.26, 2.00, 2.27], [0.96, 3.28, 1.91], [0.64, 3.95, 2.98], [2.03, 3.79, 1.33], [-0.44, 3.20, 0.72], [0.00, 2.19, -0.30], [-0.65, 4.50, 0.23], [-1.58, 2.64, 1.62], [-2.12, 1.17, 1.52], [-3.23, 0.96, 0.67], [-1.00, 0.19, 1.38], [-2.60, 0.90, 3.29], [-3.06, -0.33, 3.40], [-3.51, 1.77, 3.65], [-1.51, 1.04, 4.03], [-0.25, -2.68, -0.82], [0.31, -1.93, 0.27], [1.36, -2.64, 0.95], [2.04, -1.66, 1.86], [2.53, -0.64, 0.98], [3.52, 0.22, 1.59], [-0.64, -3.62, -0.43], [0.51, -2.88, -1.58], [-1.06, -2.10, -1.23], [2.07, -3.03, 0.22], [0.94, -3.46, 1.53], [2.86, -2.14, 2.39], [1.34, -1.23, 2.58], [3.19, 0.57, 2.56], [3.67, 1.06, 0.92], [4.45, -0.34, 1.69], [6.86, 0.13, -1.79], [5.55, 0.09, -1.85], [4.83, 1.28, -1.82], [5.46, 2.44, -1.71], [3.45, 1.24, -1.89], [2.78, 2.37, -1.83], [2.76, 0.02, -2.00], [1.04, -0.01, -2.25], [3.52, -1.16, -2.00], [2.91, -2.34, -2.05], [4.89, -1.13, -1.94], [5.59, -2.26, -1.93]]}

***

{"formula": "C12H10N2O5Rh", "method": "ωB97M-V/def2-TZVPD", "e_homo_ev": [-18.484, -20.178], "charge": 3, "multiplicity": 5, "elements": ["Rh", "O", "C", "C", "O", "C", "O", "C", "O", "C", "H", "H", "C", "H", "H", "N", "C", "O", "C", "C", "C", "C", "N", "C", "H", "H", "H", "H", "H", "H"], "xyz": [[1.34, -0.46, 0.42], [-0.26, -2.11, 2.55], [0.41, -1.54, 1.82], [2.50, 0.48, -0.94], [2.94, 1.05, -1.84], [1.23, -2.03, -0.83], [0.97, -2.84, -1.60], [1.96, 0.81, 1.86], [2.05, 1.63, 2.68], [3.55, -2.09, 1.69], [3.26, -1.65, 2.66], [3.00, -3.01, 1.43], [4.24, -1.41, 0.79], [4.26, -1.72, -0.27], [4.53, -0.36, 0.96], [-4.85, 0.41, -1.40], [-3.72, -0.24, -1.01], [-3.70, -1.46, -0.88], [-2.53, 0.60, -0.75], [-2.46, 2.00, -0.87], [-1.28, 2.67, -0.60], [-0.16, 1.94, -0.22], [-0.29, 0.62, -0.12], [-1.39, -0.09, -0.36], [-5.67, -0.15, -1.58], [-4.91, 1.41, -1.53], [-3.34, 2.57, -1.18], [-1.17, 3.74, -0.67], [0.82, 2.40, 0.00], [-1.33, -1.17, -0.24]]}

***

{"formula": "C12H10N2OS", "method": "ωB97M-V/def2-TZVPD", "smiles": "CC1=CC(=O)N2Cc3ccccc3N=C2S1", "e_homo_ev": -8.089, "relative_energy_kj_mol": 0.0, "multiplicity": 1, "elements": ["O", "N", "S", "C", "C", "C", "C", "C", "C", "C", "C", "C", "C", "N", "C", "C", "H", "H", "H", "H", "H", "H", "H", "H", "H", "H"], "xyz": [[-0.03, -0.59, 3.11], [-0.01, 0.65, -1.36], [-0.82, 2.54, 0.17], [-0.21, 0.26, 2.24], [-0.23, 0.91, -0.11], [-0.64, 1.56, 2.73], [-0.96, 2.63, 1.92], [0.68, -2.08, -3.69], [0.93, -3.16, -2.82], [0.42, -0.82, -3.16], [0.88, -2.96, -1.45], [0.35, -0.62, -1.79], [0.56, -1.66, -0.93], [-0.02, -0.05, 0.90], [-1.28, 3.96, 2.49], [0.53, -1.36, 0.57], [-0.69, 1.62, 3.83], [0.75, -2.20, -4.78], [1.13, -4.16, -3.22], [0.27, 0.03, -3.82], [1.07, -3.79, -0.79], [-1.11, 3.92, 3.57], [-2.35, 4.16, 2.30], [-0.69, 4.76, 2.07], [1.54, -1.44, 0.97], [-0.08, -2.11, 1.05]]}

***

{"formula": "C12H10N2S2", "method": "ωB97M-V/def2-TZVPD", "e_homo_ev": [-6.913, -6.913], "relative_energy_kj_mol": 122.4, "multiplicity": 1, "elements": ["C", "C", "C", "C", "C", "C", "C", "C", "C", "C", "C", "C", "N", "N", "S", "S", "H", "H", "H", "H", "H", "H", "H", "H", "H", "H"], "xyz": [[4.41, -0.37, -0.20], [-1.12, -3.15, 0.22], [3.07, -0.48, 0.07], [-1.86, -2.16, -0.46], [4.82, 0.88, -0.56], [-0.41, -2.66, 1.33], [2.39, 0.74, 0.02], [-1.73, -0.88, 0.02], [-2.44, 0.29, -0.33], [-2.19, 1.66, -0.10], [1.05, 1.02, 0.25], [-3.31, 2.64, -0.28], [-1.05, 2.13, 0.45], [0.02, 1.58, 0.28], [3.55, 2.01, -0.49], [-0.65, -0.95, 1.44], [5.06, -1.30, -0.29], [-1.27, -4.21, 0.11], [2.65, -1.41, 0.50], [-2.61, -2.43, -1.25], [5.94, 1.24, -0.87], [0.16, -3.20, 2.01], [-3.42, 0.17, -0.90], [-4.03, 2.39, -1.05], [-3.06, 3.69, -0.51], [-3.96, 2.75, 0.61]]}

***

{"formula": "C12H10OS4SbSe3TeV", "method": "ωB97M-V/def2-TZVPD", "e_homo_ev": [-3.690, -3.728], "charge": -1, "relative_energy_kj_mol": 0.8, "multiplicity": 2, "elements": ["V", "S", "Sb", "S", "S", "Se", "Se", "Te", "Se", "O", "S", "C", "C", "C", "C", "C", "C", "C", "C", "C", "C", "C", "C", "H", "H", "H", "H", "H", "H", "H", "H", "H", "H"], "xyz": [[0.01, 0.03, 0.53], [0.94, -4.23, 1.70], [-0.62, -2.72, 2.22], [-1.43, -1.71, 0.06], [0.63, -0.50, 2.52], [0.83, 2.41, 0.19], [3.17, 2.52, 0.02], [3.77, 0.20, -0.87], [1.54, -0.97, -0.92], [-1.61, 1.16, 0.65], [-2.98, 0.66, 0.09], [-3.86, 0.07, 1.52], [-3.19, 0.00, 2.73], [-3.88, -0.46, 3.84], [-5.21, -0.84, 3.73], [-5.86, -0.77, 2.50], [-5.18, -0.31, 1.39], [-3.81, 2.24, -0.02], [-4.79, 2.36, -0.99], [-5.47, 3.56, -1.14], [-5.15, 4.64, -0.33], [-4.15, 4.51, 0.63], [-3.47, 3.32, 0.80], [-2.15, 0.29, 2.80], [-3.37, -0.54, 4.79], [-5.75, -1.21, 4.60], [-6.90, -1.06, 2.41], [-5.68, -0.25, 0.43], [-5.01, 1.52, -1.64], [-6.23, 3.66, -1.90], [-5.66, 5.58, -0.46], [-3.89, 5.36, 1.26], [-2.68, 3.21, 1.53]]}